Record 1
DFT (ωB97M-V/def2-TZVPD) results for C51H71As2BGe2N4O5Ti as an isolated structure.

```
137
Properties=species:S:1:pos:R:3:lowdin_charge:R:1
Ti 0.5760 0.2457 -1.0435 0.480
C 5.0833 1.4094 1.4482 -0.166
C 3.9169 1.5838 0.4798 -0.346
Ge 2.4062 0.3388 0.8730 0.882
C 3.2088 -1.4498 1.2312 -0.342
C 3.4147 -1.7498 2.7128 -0.167
C 1.8829 1.2302 2.5250 -0.221
C 0.9079 2.1394 2.4760 -0.354
Ge -0.3370 2.0319 0.9245 0.925
C -0.8793 3.9083 0.4463 -0.370
C -1.9707 4.4943 1.3425 -0.164
C -1.9751 1.2717 1.7844 -0.379
C -2.1542 1.5270 3.2776 -0.140
C 0.7293 3.0697 3.6236 -0.253
C 0.7260 4.4519 3.4435 -0.059
C 0.6183 5.3163 4.5233 -0.088
C 0.5065 4.8165 5.8125 -0.103
C 0.5164 3.4426 6.0101 -0.086
C 0.6295 2.5828 4.9292 -0.062
H 5.8785 2.1405 1.2712 0.066
H 5.5364 0.4169 1.3636 0.058
H 4.7673 1.5285 2.4874 0.058
H 4.2704 1.5284 -0.5403 0.000
H 3.4821 2.5821 0.5921 0.069
H 4.1655 -1.5058 0.7005 0.051
H 2.5827 -2.2195 0.7722 0.042
H 4.1032 -1.0360 3.1727 0.060
H 3.8269 -2.7495 2.8747 0.066
H 2.4713 -1.6825 3.2591 0.052
H 2.5065 1.1872 3.4213 0.075
H -1.2343 3.9500 -0.5815 -0.008
H 0.0141 4.5391 0.4724 0.046
H -2.8838 3.8951 1.2949 0.057
H -2.2406 5.5118 1.0427 0.069
H -1.6633 4.5343 2.3880 0.045
H -1.9530 0.1918 1.6380 0.006
H -2.8473 1.6383 1.2315 0.036
H -1.3627 1.0312 3.8422 0.057
H -3.1085 1.1281 3.6370 0.072
H -2.1194 2.5852 3.5402 0.060
H 0.8263 4.8587 2.4459 0.099
H 0.6273 6.3867 4.3562 0.100
H 0.4168 5.4904 6.6551 0.095
H 0.4334 3.0371 7.0112 0.099
H 0.6336 1.5110 5.0899 0.109
C -1.0715 2.0114 -4.6805 -0.277
As -0.7073 2.1911 -2.7504 1.158
C 0.2666 3.8770 -2.7503 -0.254
C -2.5239 2.6725 -2.2369 -0.433
C -3.0697 3.9110 -2.5615 -0.108
C -4.3462 4.2476 -2.1422 -0.073
C -5.0878 3.3431 -1.3969 -0.074
C -4.5625 2.0951 -1.1000 -0.097
C -3.2826 1.7447 -1.5250 -0.407
As -2.4938 -0.0180 -1.2294 1.189
C -3.8142 -0.8964 -0.0885 -0.254
C -3.1917 -0.8385 -2.8729 -0.262
H -1.2149 3.0050 -5.1053 0.039
H -1.9935 1.4468 -4.8161 0.018
H -0.2622 1.5184 -5.2127 0.001
H -0.4057 4.7251 -2.8611 0.029
H 0.9615 3.8468 -3.5857 0.010
H 0.8292 3.9558 -1.8258 0.023
H -2.4997 4.6340 -3.1329 0.096
H -4.7599 5.2179 -2.3854 0.106
H -6.0782 3.6081 -1.0493 0.106
H -5.1541 1.3977 -0.5205 0.092
H -4.8198 -0.7023 -0.4609 0.027
H -3.7327 -0.5951 0.9505 0.029
H -3.6132 -1.9634 -0.1663 0.028
H -4.2789 -0.7692 -2.8503 0.035
H -2.8889 -1.8845 -2.9193 0.029
H -2.8329 -0.3155 -3.7577 0.003
N -0.4091 -2.4733 -4.4503 0.149
C -0.2467 -1.3438 -3.7259 -0.195
N 0.0388 -1.5677 -2.4707 0.050
C 0.1118 -2.9640 -2.3587 -0.208
C 0.5026 -3.7864 -1.2994 -0.005
C 0.4975 -5.1468 -1.5072 -0.059
C 0.1330 -5.7061 -2.7429 -0.081
C -0.2060 -4.9126 -3.8149 -0.018
C -0.1978 -3.5376 -3.5934 -0.191
H -0.6366 -2.5082 -5.4273 0.163
H -0.3605 -0.3700 -4.1710 0.090
H 0.8351 -3.3741 -0.3627 0.103
H 0.8028 -5.8022 -0.7024 0.108
H 0.1462 -6.7821 -2.8573 0.103
H -0.4526 -5.3345 -4.7804 0.109
C -2.7362 -6.2985 4.3801 -0.050
C -3.4508 -5.1441 3.6652 -0.563
C -4.2058 -5.7236 2.4680 -0.072
C -4.4783 -4.5173 4.6186 -0.048
C -2.4347 -4.0783 3.2486 -0.168
C -1.6332 -3.4816 4.2294 -0.031
C -0.7000 -2.4908 3.9428 0.033
C -0.5971 -2.1032 2.6240 -0.201
O 0.2089 -1.1585 2.0571 0.063
B -0.0856 -1.1075 0.6821 -0.660
O -1.0917 -2.0877 0.4456 0.014
C -1.3803 -2.6799 1.6451 -0.204
C -2.3017 -3.6687 1.9201 0.063
H -3.4579 -7.0696 4.6600 0.083
H -2.2375 -5.9637 5.2902 0.075
H -1.9831 -6.7515 3.7327 0.091
H -4.9048 -6.4871 2.8141 0.085
H -3.5296 -6.1926 1.7501 0.087
H -4.7855 -4.9592 1.9463 0.084
H -5.2037 -5.2693 4.9393 0.084
H -5.0197 -3.7062 4.1276 0.089
H -4.0005 -4.1091 5.5097 0.078
H -1.7375 -3.8036 5.2577 0.107
H -0.0867 -2.0430 4.7131 0.122
H -2.8881 -4.1031 1.1234 0.111
C 2.6483 2.4595 -5.1815 -0.079
C 3.7141 2.4934 -4.1011 -0.168
C 3.9565 1.1413 -3.4261 -0.277
C 5.3436 1.2101 -2.7031 -0.154
C 5.7759 -0.0141 -1.9102 -0.064
C 4.1417 0.0340 -4.4541 -0.422
O 4.7431 0.1961 -5.4927 0.102
N 3.6671 -1.1982 -4.0834 0.211
C 3.0709 -1.5193 -2.8493 -0.521
O 2.9911 -2.6809 -2.5261 0.104
N 2.5439 -0.4760 -2.1342 0.110
C 2.8328 0.7825 -2.4646 -0.447
O 2.1158 1.6524 -1.8988 -0.163
H 2.3750 3.4687 -5.4941 0.082
H 1.7433 1.9760 -4.8122 0.042
H 2.9888 1.9118 -6.0591 0.079
H 3.4438 3.1979 -3.3127 0.119
H 4.6589 2.8345 -4.5264 0.125
H 5.3375 2.1061 -2.0809 0.119
H 6.0646 1.3960 -3.5021 0.124
H 5.0814 -0.2652 -1.1085 0.052
H 6.7491 0.1779 -1.4570 0.089
H 5.8873 -0.8925 -2.5480 0.085
H 3.9806 -1.9913 -4.6248 0.165
```

Results
E_LUMO (spin up / spin down) in eV: -0.009 / -0.009
HOMO energy (spin up / spin down) in eV: -7.083 / -7.082
Energy above the lowest of the compared OMol25 structures with the same formula, charge and spin in kJ/mol: 50.35


Record 2
DFT (ωB97M-V/def2-TZVPD) results for a 2-piece molecular cluster, C31H47O2Si4 overall at a distorted geometry.

```
84
Properties=species:S:1:pos:R:3:lowdin_charge:R:1
C 3.2159 -5.6149 0.7184 -0.186
Si 2.1755 -5.4339 -0.8479 0.402
C 3.2579 -5.5367 -2.3855 -0.216
C 0.9194 -6.8315 -0.9510 -0.219
Si 1.0714 -3.3496 -0.7859 0.502
Si -0.3398 -3.3600 1.0918 0.419
C -0.0795 -4.9181 2.1171 -0.204
C 0.0387 -1.7926 2.0640 -0.218
C -2.1530 -3.3111 0.5908 -0.201
Si 2.9184 -1.9299 -0.7417 0.423
C 3.9454 -2.0972 0.8341 -0.202
C 3.9420 -2.1836 -2.3107 -0.204
C 2.1396 -0.2118 -0.7547 -0.227
O 0.2615 -2.7955 -2.2699 -0.267
C -0.8797 -2.0502 -2.4088 -0.477
C -1.8166 -2.6162 -3.4314 -0.027
C -1.1143 -0.8860 -1.7596 0.012
H 3.6907 -6.6059 0.6831 0.045
H 4.0107 -4.8659 0.7904 0.004
H 2.6184 -5.5649 1.6353 0.011
H 3.3987 -6.5996 -2.6308 0.034
H 2.7823 -5.0541 -3.2500 0.032
H 4.2467 -5.0854 -2.2399 0.021
H 1.4556 -7.7463 -1.2443 0.034
H 0.4043 -7.0260 -0.0039 0.009
H 0.1639 -6.6258 -1.7213 0.035
H -0.8402 -4.9066 2.9116 0.041
H -0.2224 -5.8369 1.5356 0.015
H 0.9067 -4.9550 2.5935 0.019
H -0.6529 -1.7592 2.9185 0.038
H 1.0669 -1.7724 2.4469 0.026
H -0.1309 -0.8866 1.4683 -0.015
H -2.7378 -2.9788 1.4607 0.036
H -2.3599 -2.6220 -0.2372 0.007
H -2.4940 -4.3159 0.3102 0.038
H 4.5753 -1.1965 0.8970 0.036
H 3.3119 -2.1337 1.7311 0.023
H 4.6048 -2.9731 0.8305 0.014
H 4.3349 -1.2047 -2.6243 0.032
H 4.7939 -2.8576 -2.1452 0.028
H 3.3392 -2.5878 -3.1374 0.030
H 2.9555 0.5132 -0.6434 0.039
H 1.6264 -0.0224 -1.7044 0.017
H 1.4346 -0.0480 0.0673 -0.001
H -2.5441 -1.8494 -3.7306 0.083
H -1.2774 -2.9855 -4.3174 0.091
H -2.3784 -3.4624 -2.9899 0.096
H -1.9628 -0.2988 -2.0953 0.068
H -0.6011 -0.6476 -0.8377 0.022
C -2.0930 9.1330 4.3792 -0.071
C -2.8358 8.5578 3.3455 -0.060
C -2.8171 7.1734 3.1663 -0.030
C -1.9683 6.3943 3.9500 -0.228
O -1.9289 4.9961 3.8772 0.057
C -1.7842 4.2915 2.6993 -0.166
C -1.2704 2.9940 2.8571 0.041
C -0.9888 2.2431 1.7421 0.033
C -1.2820 2.7069 0.4177 -0.169
C -0.8774 1.9495 -0.7196 0.115
C -1.0453 2.3787 -2.0833 -0.212
C 0.0187 2.2805 -3.0295 0.007
C -0.1848 2.6208 -4.3680 -0.044
C -1.4321 3.0942 -4.8027 -0.036
C -2.4755 3.2337 -3.8800 -0.054
C -2.3066 2.8663 -2.5498 -0.027
C -1.8478 4.0071 0.3048 0.037
C -2.0866 4.7901 1.4253 0.037
C -1.2415 6.9549 5.0061 0.003
C -1.3148 8.3273 5.2180 -0.063
H -2.1356 10.2105 4.5365 0.111
H -3.4497 9.1591 2.6753 0.114
H -3.4642 6.7213 2.4208 0.105
H -1.0919 2.6108 3.8599 0.140
H -0.4883 1.2809 1.8384 0.110
H -0.1902 1.1387 -0.4814 0.077
H 1.0045 1.9652 -2.6628 0.117
H 0.6515 2.5555 -5.0654 0.118
H -1.5658 3.3858 -5.8466 0.120
H -3.4283 3.6613 -4.1949 0.117
H -3.1369 2.9339 -1.8406 0.124
H -2.0470 4.4289 -0.6740 0.118
H -2.5077 5.7793 1.2871 0.098
H -0.6531 6.2938 5.6427 0.127
H -0.7572 8.7621 6.0533 0.116
```

Results
E_LUMO in eV: -5.338
HOMO energy in eV: -9.944
Charge: +1
Energy above the lowest of the compared OMol25 structures with the same formula, charge and spin in kJ/mol: 0.00


Record 3
DFT (ωB97M-V/def2-TZVPD) results for the molecule C11H14N2O2 at a distorted geometry.

```
29
Properties=species:S:1:pos:R:3:lowdin_charge:R:1
C 1.4219 -2.8400 -0.8731 -0.090
O 1.2561 -1.4969 -1.2519 -0.105
C -0.0210 -1.2736 -1.7556 -0.190
C -0.5033 -1.9978 -2.7997 -0.059
C -1.6267 -1.5796 -3.4924 -0.066
C -2.4475 -0.5097 -2.9604 -0.039
C -1.9952 0.1275 -1.7783 -0.015
C -0.8397 -0.1956 -1.1234 -0.206
O -0.6279 0.3093 0.0902 -0.011
C 0.5787 0.9763 0.2126 -0.126
C 0.8129 1.4814 1.5536 -0.402
N 1.5533 2.4365 1.8528 0.101
C 1.2870 2.6901 3.3034 -0.191
C 0.1266 1.8222 3.7505 -0.137
N 0.0188 0.8693 2.5572 0.060
H 0.9307 -3.2837 0.0606 0.121
H 0.8245 -3.3900 -1.6008 0.054
H 2.4801 -3.0063 -0.9241 0.089
H 0.2871 -2.7147 -3.2621 0.157
H -1.9943 -2.0543 -4.3827 0.090
H -3.2266 -0.0097 -3.4779 0.084
H -2.3578 1.0598 -1.5146 0.097
H 0.5134 1.8606 -0.2807 0.117
H 1.4121 0.3751 -0.0379 0.130
H 2.2511 2.5502 3.7180 0.085
H 1.0988 3.7795 3.4742 0.112
H 0.4962 1.1964 4.5953 0.108
H -0.7619 2.2583 4.1008 0.083
H -0.9474 0.5593 2.2463 0.146
```

Results
SMILES: COc1ccccc1OCC1=NCCN1
E_LUMO in eV: 0.862
HOMO energy in eV: -8.459
Energy above the lowest of the compared OMol25 structures with the same formula, charge and spin in kJ/mol: 246.39


Record 4
DFT (ωB97M-V/def2-TZVPD) results for the molecule C22H25N3O3S at a distorted geometry.

```
54
Properties=species:S:1:pos:R:3:lowdin_charge:R:1
C 2.3376 -2.6686 0.9404 -0.009
N 1.5397 -1.8736 1.8263 -0.034
C 0.2695 -2.0988 2.2579 -0.292
C -0.5330 -3.2921 1.8699 -0.108
O -0.5873 -3.4478 0.4703 -0.048
C -1.1753 -2.4535 -0.2722 -0.207
C -1.9634 -1.4564 0.2426 -0.016
C -2.5358 -0.5007 -0.6116 -0.086
C -2.3110 -0.5309 -1.9570 -0.039
C -1.4962 -1.5364 -2.5175 -0.164
C -1.2292 -1.5965 -3.9006 -0.032
C -0.4339 -2.5784 -4.4217 -0.083
C 0.1315 -3.5483 -3.5816 -0.080
C -0.1091 -3.5197 -2.2359 -0.017
C -0.9235 -2.5183 -1.6718 -0.094
N -0.1339 -1.1096 3.0113 0.085
N 0.8514 -0.2106 3.0835 0.036
C 1.8451 -0.6563 2.3673 -0.654
S 3.3724 0.1584 2.1192 0.982
C 3.1690 0.6582 0.3553 -0.312
C 1.6872 0.7223 0.0451 -0.565
O 1.0990 -0.1740 -0.5100 0.118
O 1.1615 1.8399 0.4904 0.035
C -0.2668 2.0105 0.4055 -0.282
C -0.5863 3.0526 -0.6646 -0.127
C -0.0593 4.4280 -0.2651 -0.195
C -0.6285 4.8438 1.0877 -0.204
C -0.2495 3.8195 2.1527 -0.188
C -0.7745 2.4363 1.7809 -0.128
H 3.3908 -2.4617 1.1338 0.084
H 2.1310 -3.7239 1.1123 0.100
H 2.0939 -2.4201 -0.0956 0.093
H -1.5287 -3.2108 2.3201 0.135
H -0.0551 -4.2074 2.2373 0.138
H -2.1462 -1.3717 1.3021 0.104
H -3.1604 0.2669 -0.1772 0.109
H -2.7454 0.2141 -2.6075 0.111
H -1.6679 -0.8464 -4.5436 0.111
H -0.2349 -2.6140 -5.4832 0.101
H 0.7592 -4.3184 -4.0065 0.101
H 0.3182 -4.2647 -1.5822 0.112
H 3.6338 1.6377 0.2718 0.084
H 3.6651 -0.0701 -0.2846 0.084
H -0.6982 1.0431 0.1202 0.115
H -1.6703 3.0881 -0.7852 0.122
H -0.1505 2.7368 -1.6153 0.122
H 1.0298 4.3893 -0.2005 0.113
H -0.3279 5.1588 -1.0306 0.109
H -0.2451 5.8279 1.3638 0.107
H -1.7168 4.9144 1.0185 0.113
H 0.8367 3.7737 2.2428 0.116
H -0.6568 4.1132 3.1212 0.111
H -0.4561 1.7017 2.5229 0.091
H -1.8653 2.4445 1.7484 0.124
```

Results
SMILES: Cn1c(COc2cccc3ccccc23)nnc1SCC(=O)OC1CCCCC1
E_LUMO in eV: 0.536
HOMO energy in eV: -7.933
Energy above the lowest of the compared OMol25 structures with the same formula, charge and spin in kJ/mol: 142.82